Entry 1:
{
  "formula": "C6H6N3",
  "method": "ωB97M-V with the def2-TZVPD basis set",
  "charge": 1,
  "lumo_ev": -4.7,
  "e_above_lowest_kcal_mol": 82.8,
  "orbital_gap_ev": 8.83,
  "symbols": ["C", "C", "C", "C", "C", "C", "N", "N", "N", "H", "H", "H", "H", "H", "H"],
  "xyz": [[-0.157125, 1.297677, 1.502008], [-1.862687, -0.508447, 2.259842], [-0.314082, -1.364193, -0.759172], [0.660017, 1.667180, 0.491904], [1.206330, 0.005160, -1.595070], [-0.412139, -0.248163, -0.030020], [-0.902624, 0.085685, 1.340721], [0.529678, -1.162473, -1.756286], [0.610633, 0.622912, -0.528007], [-0.479613, 2.075327, 2.204880], [-2.019063, -1.515312, 1.760268], [-0.806443, -2.293711, -0.669842], [1.276717, 2.616197, 0.548982], [2.010019, 0.319432, -2.154681], [0.660381, -1.597271, -2.615527]],
  "forces_ev_per_a": [[-1.3, 1.6, 0.0], [3.0, 0.7, -2.8], [-2.3, -1.2, 0.3], [0.7, 0.2, 0.6], [-3.2, 0.1, 2.8], [1.1, -0.5, 1.8], [0.2, 0.2, -1.3], [2.8, 3.0, 0.1], [-1.0, -0.8, 1.1], [0.3, -0.9, 0.3], [-0.3, 0.8, 0.2], [-0.6, -0.6, 0.1], [-0.8, -1.6, -0.8], [1.4, 0.9, -1.2], [0.0, -1.8, -1.4]]
}

***

Entry 2:
{
  "formula": "C27H64BF4N7O3",
  "method": "ωB97M-V with the def2-TZVPD basis set",
  "charge": 4,
  "lumo_ev": -9.6,
  "e_above_lowest_kcal_mol": 635.5,
  "orbital_gap_ev": 9.83,
  "symbols": ["C", "C", "N", "C", "C", "N", "C", "C", "H", "H", "H", "H", "H", "H", "H", "H", "H", "H", "H", "C", "C", "N", "C", "C", "N", "C", "C", "H", "H", "H", "H", "H", "H", "H", "H", "H", "H", "H", "C", "N", "C", "C", "C", "C", "O", "H", "H", "H", "H", "H", "H", "H", "H", "H", "H", "H", "H", "H", "H", "C", "N", "C", "C", "C", "C", "O", "H", "H", "H", "H", "H", "H", "H", "H", "H", "H", "H", "H", "H", "H", "C", "N", "C", "C", "C", "C", "O", "H", "H", "H", "H", "H", "H", "H", "H", "H", "H", "H", "H", "H", "H", "B", "F", "F", "F", "F"],
  "xyz": [[-3.674188, 0.633121, 1.443455], [-3.296958, 0.616921, -0.084945], [-3.026318, -0.753699, -0.536465], [-3.350068, -1.996689, 0.020595], [-3.043908, -3.074159, -0.797925], [-2.373668, -2.487499, -1.878515], [-2.347368, -1.096419, -1.695655], [-1.964908, -3.265959, -3.034125], [-2.800788, 0.437981, 2.065715], [-4.438688, -0.064469, 1.785505], [-3.948738, 1.655071, 1.704855], [-2.429068, 1.238541, -0.305045], [-4.129258, 0.905261, -0.726995], [-3.834398, -1.988329, 0.985875], [-3.121478, -4.129539, -0.582175], [-1.886988, -0.471479, -2.446595], [-2.738058, -4.022139, -3.170245], [-0.942018, -3.632769, -2.949075], [-1.998468, -2.675919, -3.949995], [-0.260868, -1.097989, 3.824835], [0.046112, -0.002099, 2.745625], [-1.036648, 1.010621, 2.689935], [-1.514528, 1.559761, 1.518475], [-2.182508, 2.718571, 1.816525], [-1.992648, 3.017671, 3.217005], [-1.330448, 1.894451, 3.741295], [-2.588778, 4.089971, 3.976475], [-0.614588, -0.675579, 4.765335], [0.643842, -1.683459, 3.988615], [-0.962598, -1.864139, 3.495155], [0.300362, -0.401709, 1.763905], [0.994392, 0.479951, 2.983325], [-1.346288, 1.002721, 0.608635], [-2.904098, 3.380341, 1.360715], [-0.918318, 1.849831, 4.738565], [-3.663658, 4.115141, 3.797325], [-2.350778, 5.027961, 3.474835], [-2.333348, 4.047001, 5.035245], [2.606322, 2.075491, -0.692225], [2.152812, 2.571971, 0.732985], [1.732442, 4.057391, 0.521335], [0.943872, 1.795231, 1.266285], [3.339102, 2.537011, 1.755525], [3.770952, 1.172711, 2.268285], [2.807852, 0.709371, 3.216895], [1.691642, 2.046611, -1.284365], [2.987022, 1.067321, -0.528645], [3.337922, 2.787141, -1.074875], [1.201762, 4.068681, -0.430695], [2.618842, 4.666901, 0.345555], [1.192482, 4.369101, 1.415415], [1.151962, 0.727871, 1.340765], [0.122972, 1.966981, 0.570075], [0.686672, 2.212321, 2.239925], [2.975592, 3.116891, 2.603875], [4.199452, 3.056521, 1.333605], [4.696922, 1.204491, 2.842445], [3.933562, 0.401541, 1.515325], [3.121692, -0.170219, 3.439235], [-0.783958, 1.673461, -3.375415], [0.270642, 0.822801, -4.038595], [-0.360228, -0.570569, -4.256325], [0.741082, 1.287381, -5.489695], [1.511852, 0.527821, -3.162675], [2.170402, 1.712521, -2.558275], [2.849392, 2.390951, -3.509595], [-0.743708, 1.402991, -2.320285], [-1.735438, 1.622571, -3.904775], [-0.363178, 2.678511, -3.345075], [-1.184628, -0.524489, -4.967925], [-0.760588, -0.985289, -3.331225], [0.424492, -1.120629, -4.775685], [-0.119308, 1.394771, -6.150235], [1.311532, 0.429361, -5.845335], [1.318772, 2.210391, -5.440405], [2.195282, -0.038589, -3.795275], [1.310922, -0.272939, -2.450995], [2.832442, 1.374271, -1.761165], [1.411672, 2.306751, -2.049025], [3.154042, 3.201091, -3.094325], [-0.936478, -3.193059, 0.565835], [0.549552, -3.069729, 0.253545], [0.591612, -2.795889, -1.298415], [1.170592, -1.880639, 1.105995], [1.276962, -4.478599, 0.472235], [1.439232, -4.852569, 1.954325], [0.172782, -5.327769, 2.441065], [-1.376238, -4.112999, 0.180575], [-1.336048, -2.267829, 0.150635], [-1.016858, -3.151559, 1.652075], [1.553672, -2.499939, -1.716725], [-0.020718, -1.913989, -1.486525], [0.337862, -3.695549, -1.859055], [1.284352, -2.178969, 2.148185], [0.675352, -0.963519, 0.787035], [2.196712, -1.775939, 0.753575], [2.274252, -4.428599, 0.035205], [0.610332, -5.150129, -0.068825], [2.048422, -4.081169, 2.425415], [2.093462, -5.723459, 1.994575], [0.232272, -5.525949, 3.378495], [-0.244338, 0.165331, -0.597685], [-0.587098, 1.450251, -0.909185], [-1.089328, -0.374619, 0.273985], [-0.264138, -0.522049, -1.756205], [1.001202, 0.087581, -0.044625]],
  "forces_ev_per_a": [[-0.8, -0.7, -0.6], [-2.1, -0.8, 0.6], [0.6, -4.0, -3.9], [-1.9, 0.0, 0.2], [-0.7, 3.4, -0.1], [-1.3, 2.0, 1.5], [-3.7, -2.5, 0.2], [-0.3, 0.2, -1.1], [-1.3, -0.8, -0.3], [-0.4, 0.0, -0.7], [-0.7, -0.6, -0.1], [-1.4, -0.2, -0.5], [-0.2, 0.4, 0.3], [0.0, -0.3, -0.1], [-0.3, 0.2, -0.5], [-1.9, 0.1, 0.5], [0.5, -0.3, 0.0], [-0.6, -0.3, 0.0], [-0.2, 0.2, 0.2], [0.2, 0.1, -1.2], [-0.8, -1.0, 2.8], [0.3, 2.5, 1.7], [0.2, 2.5, 2.2], [1.4, 1.4, 2.3], [1.7, -5.5, -0.8], [-0.6, 1.6, -2.8], [-0.9, 1.1, -0.7], [0.2, 0.0, -0.1], [0.2, 0.3, 0.4], [-0.4, 0.3, -0.1], [-2.1, 0.6, 2.6], [-0.8, -0.2, 1.0], [-1.0, 2.5, 3.0], [0.5, -0.1, -0.7], [-0.2, -0.2, 0.0], [-0.2, -0.7, 0.6], [0.8, 0.1, 0.5], [0.0, 0.1, -0.3], [-0.3, 1.4, 10.1], [1.6, 1.1, 1.4], [0.9, -1.6, 0.1], [2.3, 3.1, 0.3], [-0.8, 0.0, -0.1], [-0.1, -0.1, 0.5], [0.0, -0.3, -0.4], [0.7, 0.2, 8.3], [0.4, 0.2, 1.3], [0.0, 0.2, 0.4], [-0.6, 0.2, 0.4], [0.1, -0.1, 0.4], [-0.1, 0.2, -0.4], [0.9, 3.3, 1.0], [1.6, 0.7, 0.9], [0.6, 0.5, -0.3], [0.2, 0.0, 0.1], [-0.2, 0.0, -0.3], [0.4, 0.8, -0.5], [-0.1, 0.2, -0.5], [-0.1, -0.2, 0.6], [1.7, 0.6, -0.5], [-0.3, -1.6, -1.1], [0.2, 0.7, -1.3], [-0.5, -0.6, 1.1], [0.2, -1.4, -1.4], [-0.7, -2.0, -8.3], [0.3, 0.9, -1.1], [-1.1, 0.1, -2.6], [0.2, 0.0, 0.0], [-0.5, 0.3, -0.5], [0.0, 0.5, -0.1], [1.1, 0.0, -1.6], [-0.2, -0.6, 0.5], [-0.2, 0.1, 0.4], [0.3, 0.4, -0.1], [0.0, -0.3, 0.2], [0.3, 0.6, -0.6], [0.0, 1.0, -0.3], [0.7, -1.9, -4.5], [-2.0, 1.3, -6.1], [0.5, 0.5, -0.5], [2.1, 1.1, 0.9], [1.3, -0.9, -0.8], [0.7, -0.2, 1.3], [0.8, -3.9, -1.6], [-0.6, 1.1, 1.0], [-0.4, -1.6, -1.3], [0.5, 1.7, -0.2], [0.7, 0.2, 0.1], [0.6, -1.2, 0.5], [-0.2, -0.3, 0.0], [0.7, -0.2, 0.8], [0.3, -2.8, 0.4], [-0.1, 0.0, 0.7], [-0.8, 0.0, -0.3], [0.7, -3.9, 1.1], [0.1, -0.1, -0.2], [-0.2, 0.2, -0.3], [0.3, -0.2, 0.1], [-0.7, 0.3, 0.8], [0.4, 0.0, -0.4], [0.1, -0.2, 0.2], [1.4, 0.1, -0.9], [0.1, 1.4, 1.1], [0.8, -2.6, 1.3], [0.8, 1.6, 0.2], [1.7, 0.5, -5.7]]
}

***

Entry 3:
{
  "formula": "H4OS",
  "method": "ωB97M-V with the def2-TZVPD basis set",
  "lumo_ev": 0.7,
  "e_above_lowest_kcal_mol": 2.6,
  "smiles": "O.S",
  "orbital_gap_ev": 10.44,
  "symbols": ["O", "H", "H", "S", "H", "H"],
  "xyz": [[-1.385289, 1.413174, 1.540338], [-2.173949, 0.886914, 1.277068], [-1.239929, 1.185744, 2.486598], [1.755520, -1.628324, -2.149261], [2.237409, -0.388024, -1.946401], [0.806240, -1.469484, -1.208341]],
  "forces_ev_per_a": [[-0.6, -0.8, 0.7], [0.8, 0.6, 0.3], [-0.2, 0.2, -1.0], [-0.1, 0.2, 0.2], [-0.1, -0.2, 0.0], [0.1, 0.0, -0.1]]
}

***

Entry 4:
{
  "formula": "C6H5N4O",
  "method": "ωB97M-V with the def2-TZVPD basis set",
  "charge": 1,
  "lumo_ev": [-6.5, -5.5],
  "e_above_lowest_kcal_mol": 18.9,
  "orbital_gap_ev": [6.67, 7.55],
  "symbols": ["C", "C", "C", "C", "C", "C", "N", "N", "N", "N", "O", "H", "H", "H", "H", "H"],
  "xyz": [[-2.252305, 1.796039, -0.181827], [-1.511124, -0.312427, 0.019335], [-0.027001, 1.774270, 0.058572], [-1.233015, -1.715312, 0.029561], [0.783320, -0.536227, -0.058398], [2.232126, -0.289313, -0.034731], [-0.163292, 0.415351, -0.056362], [-2.443020, 0.588961, 0.020600], [-1.119439, 2.501640, 0.118894], [0.204688, -1.731975, -0.034917], [-1.914715, -2.694511, 0.067194], [2.451906, 0.744510, -0.290870], [2.740708, -0.957602, -0.727303], [2.632300, -0.486504, 0.961965], [-1.086347, 3.516888, 0.169615], [0.705213, -2.613784, -0.061332]],
  "forces_ev_per_a": [[-1.6, 1.0, 0.0], [2.7, 1.9, -0.1], [2.7, -0.4, 0.4], [-0.2, 0.1, 0.2], [0.5, -0.4, 0.0], [0.3, 0.1, -0.1], [-2.5, -0.8, -0.1], [-1.5, -0.5, -0.2], [-0.5, -1.0, 0.0], [0.5, 0.4, -0.1], [-0.2, -0.2, -0.1], [-0.1, 0.0, 0.0], [0.0, -0.1, 0.0], [-0.1, 0.0, 0.1], [0.0, -0.3, -0.2], [0.0, 0.1, 0.0]]
}

***

Entry 5:
{
  "formula": "C5H8N2O",
  "method": "ωB97M-V with the def2-TZVPD basis set",
  "lumo_ev": 0.5,
  "e_above_lowest_kcal_mol": 170.5,
  "smiles": "C=NN1[C@@H]2COC[C@@H]21",
  "orbital_gap_ev": 9.62,
  "symbols": ["C", "N", "N", "C", "C", "O", "C", "C", "H", "H", "H", "H", "H", "H", "H", "H"],
  "xyz": [[-2.807643, -0.645871, -0.825230], [-1.440945, -0.815780, -0.976591], [-0.730557, 0.126590, -0.330185], [-0.049066, -0.597361, 0.537552], [0.916240, 0.016921, 1.632928], [1.881660, 1.030697, 0.933765], [1.467382, 0.932335, -0.421861], [0.704697, -0.202922, -0.732114], [-3.701479, -1.237717, -1.330091], [-3.213536, 0.140904, 0.041083], [-0.459252, -1.536552, 0.804778], [0.427085, 0.756787, 2.527447], [1.615281, -0.854046, 1.948732], [2.448862, 0.823362, -1.119038], [0.994556, 2.113159, -0.655805], [0.646059, -0.645746, -1.687449]],
  "forces_ev_per_a": [[2.3, 0.5, 1.5], [-9.5, -0.7, -2.4], [-1.6, 3.7, -1.2], [5.9, -1.1, 4.3], [0.5, 2.3, 1.1], [-2.6, -2.8, 0.6], [4.8, 5.8, -2.1], [-3.3, -0.9, 1.0], [2.7, 0.8, 0.9], [1.3, -1.8, -2.5], [0.2, -1.1, 0.1], [1.2, -2.7, -2.3], [-1.5, 1.6, 0.1], [-1.9, 0.7, 1.6], [0.9, -3.6, 0.1], [0.5, -0.8, -0.5]]
}